ORCA calculation (ωB97M-V/def2-TZVPD) on a cluster of 8 separate species, C36H41F32NO10 in total at a distorted geometry.

CARTESIAN COORDINATES (ANGSTROEM)
1 F -5.65474 5.19894 -2.94438
2 F 2.18521 -7.88804 -0.19244
3 F -1.45240 3.42976 -4.16155
4 F -3.24852 -0.50096 4.23820
5 F 1.60552 -0.27488 3.66537
6 F -5.55351 1.74500 -2.59497
7 F 1.87469 6.17676 -3.42495
8 F -7.03293 3.87021 -3.84872
9 F -4.41554 -1.43229 6.70210
10 F -3.18971 1.95329 0.79794
11 F 0.16911 4.64449 -5.11678
12 F 1.14326 -9.52025 -2.25075
13 F -5.14339 1.13429 2.64506
14 F 0.44235 -4.73752 1.60889
15 F 3.67429 5.79457 -1.31213
16 F 1.18846 7.15670 -1.64419
17 F 0.66506 1.71507 5.25620
18 F 1.04102 -3.22713 -0.84355
19 F -0.67490 -2.53633 0.20040
20 F -3.16622 -0.05573 7.72137
21 F -4.14690 1.14188 5.30619
22 F -1.51342 -5.04623 0.89921
23 F -5.25520 3.27053 2.42853
24 F 1.00887 -9.50301 0.65594
25 F -0.42601 -0.73641 3.00642
26 F 0.40416 2.15452 3.18392
27 F -0.82619 -8.73444 -1.75338
28 F -4.30747 2.94316 -3.78804
29 F 0.34343 1.28296 -3.94878
30 F 2.13786 4.76616 -0.22101
31 F 0.05005 1.91173 -6.03787
32 F -4.86156 0.96651 -0.17498
33 O -2.16244 -1.68351 -2.49346
34 O -4.65965 3.23602 -0.16859
35 O 6.76176 -2.71706 3.45060
36 O -1.95067 0.75526 5.44477
37 O 5.50993 -0.22310 0.64189
38 O 0.37151 3.82823 -2.95256
39 O 4.12266 1.17896 1.91387
40 O -0.52341 -2.79493 -3.51952
41 O 4.59605 -3.26199 3.53052
42 O 0.14366 -6.03291 -0.13308
43 N 3.17420 1.89467 -2.09984
44 C 3.58175 -3.77215 2.69074
45 C 0.93215 -8.38570 -0.11988
46 C 2.66639 0.97850 -1.61415
47 C -0.26635 -4.88774 0.53873
48 C -0.11125 1.22546 -0.21844
49 C -6.21693 3.99313 -2.83153
50 C -0.13304 3.61420 -4.29263
51 C 2.49965 5.20880 -1.43532
52 C 5.19540 3.15864 1.48337
53 C -4.07875 3.21084 -1.49344
54 C 0.31661 -0.07495 3.87010
55 C -0.03684 1.38148 4.14095
56 C -1.43647 -1.97703 -3.58069
57 C -3.26568 -0.75339 6.58124
58 C -3.19544 -0.60244 -4.23792
59 C -5.37544 2.09052 1.75820
60 C 1.42188 5.98357 -2.20657
61 C 5.67627 -3.61822 1.44408
62 C 5.14399 0.89747 1.03265
63 C 0.98113 0.25043 0.15044
64 C 0.16306 5.12985 -2.37892
65 C 5.68631 2.18218 0.47363
66 C 0.48074 -8.59387 -1.57275
67 C -1.57051 1.57572 4.32991
68 C -0.16465 -3.62878 -0.39094
69 C 3.85070 2.56061 1.92825
70 C -1.86888 -1.18849 -4.77130
71 C -3.11292 -0.65502 -2.70725
72 C 5.79580 -3.17415 2.89115
73 C 1.96903 -0.14611 -0.96033
74 C 0.51501 2.30655 -4.82057
75 C 4.15754 -3.69078 1.24354
76 C -3.21418 0.15252 5.36915
77 C 0.14692 -7.24824 0.61543
78 C -4.49724 2.01799 0.57365
79 C -5.04433 2.95297 -2.69928
80 H -3.63032 4.19575 -1.62367
81 H 0.33760 2.21507 -0.30386
82 H 5.88163 3.17030 2.33017
83 H -1.97993 1.33565 3.34867
84 H 3.33264 -4.81536 2.88505
85 H -1.81847 2.62554 4.48648
86 H -2.83744 0.28932 -2.23775
87 H -0.60991 0.96091 -1.15088
88 H -3.41357 0.37491 -4.66840
89 H -0.81573 1.33627 0.60590
90 H -3.26365 2.48904 -1.54542
91 H 6.09538 -2.84536 0.79976
92 H -3.95915 -1.28701 -4.60699
93 H -0.79403 -3.83646 -1.25630
94 H -6.79073 4.09881 -1.91083
95 H -0.88938 -7.53247 0.79822
96 H 3.44541 2.87885 2.88874
97 H -2.40832 -1.40841 6.42638
98 H -4.04449 -0.97985 -2.24381
99 H 2.73427 -0.83239 -0.59766
100 H 2.67099 -3.17336 2.68325
101 H 6.23130 -4.51949 1.18379
102 H 5.02856 4.18146 1.14559
103 H 0.25015 -0.65669 4.78947
104 H -6.40428 2.08835 1.39822
105 H 0.55315 -0.63818 0.61444
106 H 6.76731 2.20274 0.33536
107 H 2.98055 2.69181 1.28503
108 H 3.82157 -2.80469 0.70496
109 H -0.56393 5.67073 -2.98475
110 H 3.80661 -4.52466 0.63559
111 H 0.52922 -7.09360 1.62441
112 H -1.93689 -1.74084 -5.70852
113 H 5.21209 2.33282 -0.49618
114 H 1.55023 0.62002 1.00345
115 H -0.30952 5.00823 -1.40425
116 H 1.39377 -0.67884 -1.71756
117 H -1.15479 -0.36960 -4.85841
118 H 1.57313 2.54136 -4.93601
119 H 0.65417 -7.65235 -2.09387
120 H 2.73504 4.36430 -2.08302

Its HOMO energy is -9.8 eV. The SMILES is FC(F)C(F)(F)COC(F)(F)C(F)F.FC(F)C(F)(F)COC(F)(F)C(F)F.FC(F)C(F)(F)COC(F)(F)C(F)F.FC(F)C(F)(F)COC(F)(F)C(F)F.O=C1CCCO1.O=C1CCCO1.O=C1CCCO1.CCCC#N. The total energy comes out at -146920.7038 eV. The charge is 0. The largest force on an atom comes out at 4.17 eV/Å. The LUMO energy is 0.18 eV.

---

ORCA calculation (ωB97M-V/def2-TZVPD) on the ion CH3FO3PS with charge -1 at a distorted geometry.

CARTESIAN COORDINATES (ANGSTROEM)
1 S -0.58480 0.75264 -1.07728
2 P -0.40226 -0.40325 1.64653
3 F 1.87717 0.63893 0.27679
4 O -0.02442 1.89330 -1.78581
5 O -1.04604 -0.30039 -1.92974
6 O -1.47925 1.11314 0.01999
7 C 0.80806 -0.07597 -0.08418
8 H -0.77568 -1.44102 0.92845
9 H 0.66305 -1.11989 2.32267
10 H 0.96417 -1.05749 -0.31742

Its HOMO energy is -5.3 eV. The SMILES is O=S(=O)([O-])[C@@H](F)P. The total energy comes out at -30069.5935 eV. The charge is -1. The largest force on an atom comes out at 5.84 eV/Å. For the energy relative to the best compared isomer or geometry (same formula, charge and spin), the calculation gives 70.0 kJ/mol. The LUMO energy is 4.11 eV.

---

ORCA calculation (ωB97M-V/def2-TZVPD) on a structure of composition C24H24BrN6O2SZn at a distorted geometry.

CARTESIAN COORDINATES (ANGSTROEM)
1 Br -1.51242 -10.31683 -13.10629
2 Zn -5.50448 -10.09921 -19.12775
3 S -6.14038 -8.19422 -20.27164
4 O -3.42549 -9.85262 -18.05397
5 O -5.89761 -9.58949 -17.22690
6 N -5.41387 -12.11499 -18.89296
7 N -7.49633 -8.56978 -15.41236
8 N -4.91890 -9.89527 -22.09670
9 N -6.86282 -8.48628 -13.32803
10 N -5.72557 -7.93157 -22.93130
11 N -4.86923 -10.68603 -21.03573
12 C -10.36006 -7.29695 -12.73029
13 C -6.43545 -6.66433 -22.90698
14 C -9.86691 -7.69031 -15.09087
15 C -4.80581 -12.71814 -19.95110
16 C -4.43938 -14.06535 -19.90412
17 C -6.48583 -8.83147 -14.55895
18 C -2.60037 -9.97448 -15.74558
19 C -5.19286 -9.33881 -14.93540
20 C -4.16142 -9.58453 -13.96924
21 C -8.60126 -8.09307 -14.68328
22 C -4.56165 -11.97370 -21.15741
23 C -5.55845 -8.70861 -21.82581
24 C -2.09185 -10.13908 -18.55917
25 C -10.73236 -7.31129 -14.06950
26 C -4.05464 -12.46658 -22.44865
27 C -4.59950 -14.75883 -18.72267
28 C -7.95448 -6.81888 -23.17428
29 C -5.19451 -14.11223 -17.65503
30 C -8.19865 -8.04202 -13.33690
31 C -2.85774 -9.93083 -14.37434
32 C -5.60851 -12.80932 -17.77670
33 C -3.60782 -9.83365 -16.70509
34 C -4.95689 -9.59961 -16.31533
35 C -9.04656 -7.63355 -12.32813
36 H -4.34894 -9.60536 -12.90327
37 H -10.13687 -7.70528 -16.15754
38 H -1.74805 -11.11505 -18.15104
39 H -1.42933 -9.32929 -18.27951
40 H -8.37970 -7.47290 -22.41708
41 H -5.50906 -8.38979 -23.80151
42 H -6.24463 -6.21356 -21.92732
43 H -4.87879 -12.80073 -23.11610
44 H -8.14826 -7.26857 -24.14988
45 H -4.00080 -14.54438 -20.77299
46 H -3.27990 -13.22742 -22.34391
47 H -6.14071 -12.31461 -16.97132
48 H -7.47726 -8.88185 -16.39086
49 H -11.73498 -7.00483 -14.31201
50 H -3.59428 -11.58695 -22.90179
51 H -6.26741 -8.56026 -12.49426
52 H -5.40984 -14.59173 -16.69771
53 H -4.27454 -15.80293 -18.61312
54 H -1.58703 -10.23445 -16.08139
55 H -2.13622 -10.13219 -19.66389
56 H -11.11617 -7.05569 -11.97356
57 H -5.99237 -5.97964 -23.67662
58 H -8.72706 -7.56923 -11.28703
59 H -8.45143 -5.85245 -23.07289

Its HOMO energy is -10.1 eV. The total energy comes out at -167605.7823 eV. The charge is +1. The largest force on an atom comes out at 3.38 eV/Å. The LUMO energy is -2.97 eV.

---

ORCA calculation (ωB97M-V/def2-TZVPD) on a cluster of 7 separate species, C27H58FN8O13S2 in total.

CARTESIAN COORDINATES (ANGSTROEM)
1 S -2.43691 2.28425 -4.03382
2 S -3.40636 4.09118 -1.99543
3 F 2.57787 -0.89094 1.00164
4 O 11.27825 -3.96430 6.95023
5 O 9.01227 -1.23136 3.06308
6 O -11.27184 1.38577 -3.04213
7 O 7.79201 -1.61352 4.79568
8 O -6.38193 -6.36791 -3.24031
9 O -9.38489 -1.25668 -1.17624
10 O 6.17263 1.95136 0.77794
11 O -7.23997 -1.11425 -1.30549
12 O 11.09270 -2.51090 8.52692
13 O -10.59750 3.41512 -2.78640
14 O -4.27412 -5.95372 -3.05963
15 O -4.05991 7.61641 2.29960
16 O -2.84743 8.82751 0.99254
17 N 11.28698 -3.63671 8.11940
18 N -2.33072 1.66353 -1.43921
19 N -8.36367 -0.90939 -1.72681
20 N 8.86428 -1.51680 4.23390
21 N -3.43621 7.80527 1.27506
22 N 5.83490 0.71808 0.79483
23 N -5.37535 -6.16420 -2.59538
24 N -11.39276 2.51778 -2.61596
25 C 5.13866 -1.19189 -0.69299
26 C -1.33162 0.84156 -4.03503
27 C -2.21910 -1.37591 -4.92267
28 C 3.85286 0.68433 2.25710
29 C -4.12344 -0.02521 -2.09499
30 C -4.61214 -2.38712 -2.83442
31 C -5.51885 -6.15966 -1.11220
32 C 3.64202 0.81738 -0.27370
33 C 5.08033 0.31724 -0.43715
34 C 2.95464 0.47456 1.04141
35 C 5.32922 0.26861 2.13580
36 C 5.74065 1.00990 -1.62523
37 C -3.52480 0.88210 -1.02631
38 C -3.39937 6.68219 0.29684
39 C -12.61701 2.80210 -1.81717
40 C -2.70303 2.66474 -2.36685
41 C 1.66614 1.26775 1.21842
42 C -3.78080 -1.50491 -1.91032
43 C 10.09759 -1.76708 5.03082
44 C -8.46931 -0.17503 -3.01804
45 C 11.55201 -4.68800 9.14013
46 C 0.69987 1.21685 0.02852
47 C -0.78780 1.16443 0.43189
48 C 5.50108 -1.24070 2.34394
49 C -1.57427 -0.03797 -5.27042
50 C 6.16299 0.99657 3.19224
51 C -1.66587 2.22140 -0.24323
52 H 3.41957 0.10362 3.07708
53 H 5.33916 0.59223 -2.54977
54 H -6.23974 -5.38550 -0.86586
55 H 6.11154 0.44732 4.13213
56 H 3.05915 0.38997 -1.09372
57 H -2.81296 6.99233 -0.55901
58 H 3.62459 1.90487 -0.38091
59 H 6.46986 -1.57125 1.97131
60 H -1.70098 -1.85424 -4.08903
61 H 5.55958 2.08141 -1.62229
62 H 4.81123 -1.38188 -1.71582
63 H -3.96240 -1.79677 -0.87195
64 H -7.98739 0.78836 -2.87414
65 H 12.43282 -4.37805 9.69411
66 H 7.20456 1.04642 2.88079
67 H -1.04522 3.05304 -0.57921
68 H 4.50548 -1.77464 -0.03753
69 H -1.17813 0.17942 0.17247
70 H -2.71378 -1.63047 -2.12183
71 H 10.62327 -2.59213 4.56161
72 H 5.80716 2.01007 3.36587
73 H 3.79490 1.73648 2.53976
74 H 0.93483 0.33432 -0.56837
75 H -4.25295 -3.41538 -2.86630
76 H 6.16559 -1.54767 -0.59841
77 H 6.81667 0.83838 -1.61081
78 H -9.51640 -0.05773 -3.26347
79 H -5.90551 -7.13268 -0.82505
80 H -0.89035 1.25444 1.51566
81 H -13.46969 2.59240 -2.45567
82 H 4.72086 -1.81503 1.85637
83 H -1.49446 0.30421 -3.10426
84 H -0.31583 1.23591 -4.03240
85 H -2.21806 0.49162 -5.97673
86 H -3.20233 0.27747 -0.17815
87 H 5.45497 -1.45755 3.40902
88 H -0.61889 -0.20970 -5.76661
89 H -7.92064 -0.75528 -3.75467
90 H -4.27491 1.58600 -0.64128
91 H 10.69499 -0.86178 4.97610
92 H -5.20657 0.09681 -2.11231
93 H 1.16365 0.84991 2.09634
94 H -3.26447 -1.25140 -4.62969
95 H -2.96004 5.82674 0.80015
96 H 1.93112 2.29594 1.47277
97 H -12.58300 3.83876 -1.50644
98 H 11.70252 -5.62806 8.62456
99 H -4.54591 -5.96222 -0.67976
100 H -12.60957 2.11912 -0.97313
101 H 9.80840 -1.99905 6.04686
102 H 10.68995 -4.71501 9.79956
103 H -2.40867 2.63925 0.44666
104 H -3.75755 0.26485 -3.08558
105 H -5.64360 -2.38433 -2.48088
106 H 0.86299 2.08366 -0.61627
107 H -2.19221 -2.05977 -5.77078
108 H -4.59441 -1.99792 -3.85628
109 H -4.42575 6.45634 0.02482

As for the expectation value of S²: 0.7541. Its HOMO energy (spin up / spin down) is -7.9 / -8.7 eV. As for the multiplicity: 2. The total energy comes out at -91847.3782 eV. The charge is 0. The largest force on an atom comes out at 0.69 eV/Å. The LUMO energy (spin up / spin down) is -0.20 / -0.20 eV.

---

ORCA calculation (ωB97M-V/def2-TZVPD) on the ion C5H5BrNO2 with charge +1 at a distorted geometry.

CARTESIAN COORDINATES (ANGSTROEM)
1 Br -2.96901 -0.77626 0.18140
2 O 0.45008 0.78497 0.97084
3 O 2.31282 -2.09086 0.56424
4 N -1.46547 2.19917 0.61240
5 C -1.26274 0.08011 -0.56540
6 C 0.79986 -0.37211 0.56827
7 C -0.79842 1.14127 0.37268
8 C 0.04181 -0.80853 -0.60445
9 C 2.06673 -1.05497 1.11134
10 H -1.08042 2.84616 1.28373
11 H 2.52909 -0.45409 1.85273
12 H -0.24172 -1.90142 -0.88427
13 H -1.38010 0.63466 -1.57974
14 H 0.54918 -0.40800 -1.54397

Its HOMO energy is -14.7 eV. The total energy comes out at -80883.0944 eV. The charge is +1. The largest force on an atom comes out at 4.98 eV/Å. For the energy relative to the best compared isomer or geometry (same formula, charge and spin), the calculation gives 38.1 kJ/mol. The LUMO energy is -7.30 eV.